Entry 1:
Below is an isolated molecule of C4H7NO2, with properties calculated with ωB97M-V/def2-TZVPD.

ΔE to the lowest compared entry with this formula, charge and spin   31.8 kcal/mol
SMILES   [H]/N=C/CC(=O)OC
E_HOMO   -10.178 eV
Orbital gap   10.9 eV
Total charge   0
E_tot   -9845.902 eV
LUMO   0.761 eV

Each line ends with the Löwdin charge.
Cartesian coordinates (Å):
O -0.0557 2.0989 0.6397  0.12
O 1.7000 0.7889 0.4927  -0.03
N -2.7797 -0.7467 -0.3309  0.09
C 2.2842 -0.4237 0.0186  -0.06
C -1.9549 0.1550 -0.0180  -0.23
C 0.3804 1.0245 0.3436  -0.50
C -0.4803 -0.1131 -0.1606  -0.09
H 1.9907 -1.2784 0.6287  0.09
H 3.3568 -0.2803 0.1066  0.09
H 2.0335 -0.6057 -1.0265  0.09
H -0.2342 -1.0441 0.3533  0.12
H -3.7352 -0.4256 -0.1852  0.05
H -2.2425 1.1390 0.3561  0.12
H -0.2632 -0.2888 -1.2181  0.13

***

Entry 2:
Below is a cluster of 5 separate species, C22H44BI2N6O7 in total at a distorted geometry, with properties calculated with ωB97M-V/def2-TZVPD.

E_HOMO   -10.795 eV
Orbital gap   5.9 eV
Total charge   +1
E_tot   -63674.048 eV
LUMO   -4.932 eV

Each line ends with the Löwdin charge.
Cartesian coordinates (Å):
I -2.5427 4.2195 1.5312  1.10
I -7.6309 1.9572 0.0653  1.08
O 2.5664 -3.9828 -0.8980  0.03
O -0.7438 2.3166 -1.5256  0.03
O 1.4701 -1.8187 4.4993  0.01
O -1.9636 -0.8269 -1.1930  -0.12
O -0.5844 1.4159 0.6690  0.16
O 4.2638 -0.4311 1.6596  0.02
O 0.2467 5.2701 -6.7685  0.04
N -0.6518 3.7522 -5.3877  0.01
N -4.9262 2.7706 0.5463  0.00
N 4.5577 1.7315 2.1669  0.01
N -5.5511 1.8439 -0.1327  -0.44
N 1.8250 -1.8818 -0.6810  0.03
N 0.5679 -3.4537 5.7409  0.01
C 4.2492 3.0003 2.7989  -0.08
C -3.6243 2.7704 0.4742  -0.67
C 4.2268 -2.2534 -0.9683  0.00
C 2.8262 -2.7909 -0.8554  -0.54
C 1.9308 -0.4412 -0.5911  -0.08
C 2.6257 0.5355 3.1083  -0.01
C -0.9561 2.4238 -4.8929  -0.08
C 0.0810 4.0985 -6.4879  -0.55
C -5.0320 0.9081 -0.9252  -0.24
C -3.6172 0.9185 -1.0590  -0.05
C -1.1301 -2.1711 1.4811  -0.08
C 2.3192 -4.0223 4.1190  0.00
C 0.6620 2.9792 -7.3182  -0.01
C 0.3829 -4.8145 6.2136  -0.07
C -2.8398 -0.0289 -1.9476  -0.14
C -2.5181 -1.8195 0.9385  -0.20
C 0.6325 2.7728 -1.3418  0.00
C -2.9299 1.8454 -0.3270  -0.04
C 3.8707 0.5621 2.2577  -0.53
C -2.5722 -1.9860 -0.5895  -0.16
C 1.4278 -3.0076 4.7912  -0.54
C -5.8866 -0.0916 -1.6338  -0.06
B -1.3171 1.8653 -0.3898  -0.78
H 1.0443 -5.5024 5.6994  0.07
H -2.7103 -0.7714 1.1837  0.10
H 4.1079 3.7655 2.0330  0.08
H -3.4560 -0.6132 -2.6309  0.13
H -0.4059 -1.3680 1.3192  0.06
H 0.8179 3.4861 -2.1427  0.10
H 1.2122 3.4096 -8.1488  0.09
H -2.1930 0.5928 -2.5760  0.14
H 2.9445 -3.5140 3.3904  0.09
H -0.7189 -3.0719 1.0216  0.08
H 0.7417 3.2987 -0.3955  0.10
H 2.8688 0.7731 4.1440  0.09
H 1.5417 -0.1021 0.3721  0.07
H 4.3202 -1.5977 -1.8362  0.09
H 1.8933 1.2515 2.7255  0.08
H 1.3351 0.0153 -1.3884  0.07
H -5.2379 -0.8935 -1.9678  0.07
H 3.3482 2.9305 3.3981  0.07
H -3.5912 -2.1619 -0.9391  0.12
H -0.6499 -5.1225 6.0430  0.08
H 0.5888 -4.8593 7.2838  0.09
H 2.9617 -0.1175 -0.6848  0.08
H 4.9177 -3.0834 -1.0828  0.09
H 0.9141 -2.3035 -0.6046  0.11
H -0.5187 1.6544 -5.5202  0.08
H -1.1874 -2.3100 2.5622  0.08
H 5.3785 1.6731 1.5843  0.14
H 1.3461 2.3753 -6.7202  0.08
H -0.5667 2.3274 -3.8786  0.05
H -6.5925 -0.5576 -0.9483  0.06
H 2.9620 -4.5093 4.8531  0.09
H -0.1327 2.3460 -7.7151  0.08
H 2.1938 -0.4604 3.0768  0.05
H -3.2611 -2.4837 1.3861  0.11
H 0.0057 -2.7239 6.1496  0.14
H -6.3833 0.3402 -2.5026  0.11
H 4.4639 -1.6991 -0.0601  0.05
H 5.0786 3.2994 3.4414  0.09
H -1.1349 0.9957 1.3389  0.11
H -1.9270 -2.8272 -0.8466  0.13
H -1.0097 4.5464 -4.8814  0.14
H 1.2971 1.9170 -1.4144  0.07
H -2.0420 2.2932 -4.8705  0.08
H 1.7205 -4.7735 3.6024  0.09

***

Entry 3:
Below is the ion C2H8N5O3 with charge +1 at a distorted geometry, with properties calculated with ωB97M-V/def2-TZVPD.

ΔE to the lowest compared entry with this formula, charge and spin   95.5 kcal/mol
SMILES   CNN(O)/C(N)=N\[N+](=O)O
E_HOMO (spin up / spin down)   -12.958 / -12.957 eV
Orbital gap (spin up / spin down)   7.7 / 7.7 eV
Total charge   +1
E_tot   -15781.337 eV
LUMO (spin up / spin down)   -5.292 / -5.295 eV

Each line ends with the Löwdin charge.
Cartesian coordinates (Å):
O 0.7846 2.1715 -0.9309  0.10
O -1.2494 -1.9761 0.1613  0.03
O -1.2876 2.7258 -1.3658  0.18
N -0.4434 1.8967 -1.4438  -0.31
N -0.6078 0.1086 0.9004  -0.07
N -0.3735 -0.8997 0.0782  -0.13
N -0.1275 -1.6341 -2.2911  0.20
N -0.5632 0.6980 -1.9436  0.21
C -0.2784 -0.5121 -1.5981  -0.18
C 0.5384 0.6751 1.5805  -0.04
H 0.3060 0.3609 2.6067  0.11
H -1.5314 0.3348 1.0014  0.12
H -2.1123 -1.6851 -0.0376  0.09
H 1.4571 0.3955 1.1295  0.08
H 0.9578 3.1837 -0.8908  0.21
H -0.0099 -1.6819 -3.3288  0.17
H 0.7203 1.7345 1.3546  0.07
H -0.2894 -2.5023 -1.6793  0.17

***

Entry 4:
Below is a structure of composition C12H24IrN3O2S4 at a distorted geometry, with properties calculated with ωB97M-V/def2-TZVPD.

ΔE to the lowest compared entry with this formula, charge and spin   33.3 kcal/mol
<S²>   0.7593
E_HOMO (spin up / spin down)   -18.341 / -18.341 eV
Multiplicity   2
Orbital gap (spin up / spin down)   7.9 / 5.8 eV
Total charge   +3
E_tot   -67552.234 eV
LUMO (spin up / spin down)   -10.425 / -12.505 eV

Each line ends with the Löwdin charge.
Cartesian coordinates (Å):
Ir -0.3998 0.6033 0.6860  0.62
S -0.7123 -1.0239 -1.1595  0.67
S -2.4118 1.4487 0.1414  0.90
S 0.0256 2.4368 1.9183  0.89
S 0.5317 1.6534 -1.1709  0.83
O -1.1584 -0.1692 2.5273  -0.11
O -0.6408 -1.1572 4.5188  0.32
N 1.2701 -2.9751 -1.4009  -0.13
N 1.1362 -1.0282 1.3784  -0.05
N -0.7891 -3.5882 -1.7735  0.06
C -0.9130 2.5476 -1.9217  -0.38
C -2.5172 3.0815 0.9956  -0.38
C -0.0032 -2.5892 -1.4135  -0.67
C 1.4165 3.0485 -0.3787  -0.43
C -2.2337 1.8536 -1.6332  -0.43
C -0.5554 -0.7947 3.4059  -0.47
C 1.4014 -4.3965 -1.7828  -0.05
C 1.1363 -1.3375 2.7533  0.03
C -1.6752 3.0416 2.2645  -0.40
C 0.6442 3.7022 0.7377  -0.40
C 2.4401 -2.1727 -1.1391  -0.02
C -0.0577 -4.8460 -1.9751  -0.06
H -0.7186 2.5637 -2.9941  0.11
H -1.7902 -3.4898 -1.8457  0.16
H -3.5692 3.2270 1.2423  0.12
H 2.3483 2.6139 -0.0132  0.10
H 1.9756 -4.4658 -2.7068  0.14
H -0.3704 -5.5789 -1.2338  0.14
H 1.8227 -0.7790 3.3795  0.14
H 0.8197 -1.7987 0.8049  0.05
H 1.9234 -4.9480 -1.0024  0.14
H 2.9179 -2.4517 -0.1957  0.11
H -2.0700 2.3344 2.9963  0.10
H 2.1432 -1.1231 -1.1408  0.06
H -3.1000 2.4392 -1.9434  0.12
H -0.1903 4.3085 0.3954  0.08
H 1.6847 3.7639 -1.1584  0.12
H 3.1707 -2.3090 -1.9365  0.12
H 1.3038 4.3399 1.3278  0.12
H -2.2999 0.8822 -2.1189  0.05
H -2.2212 3.8692 0.3059  0.09
H 1.0054 -2.3861 3.0009  0.14
H -1.6060 4.0148 2.7512  0.12
H 2.0307 -0.6927 1.0308  0.11
H -0.9028 3.5713 -1.5541  0.09
H -0.2420 -5.2440 -2.9696  0.14

***

Q: What is the total charge in the third record?
A: +1

***

Q: Among the records above, which one has the lowest total charge?
A: C4H7NO2

***

Q: What is the total charge in the third record?
A: +1